1.
{"formula": "C55H61AsKN3O6P3S", "method": "ωB97M-V/def2-TZVPD", "elements": ["K", "O", "P", "C", "P", "O", "C", "C", "C", "C", "C", "C", "C", "C", "C", "C", "C", "C", "C", "C", "C", "C", "C", "C", "C", "C", "C", "C", "C", "C", "H", "H", "H", "H", "H", "H", "H", "H", "H", "H", "H", "H", "H", "H", "H", "H", "H", "H", "H", "H", "H", "H", "O", "H", "H", "O", "H", "H", "O", "H", "H", "O", "H", "H", "C", "C", "C", "N", "N", "C", "N", "S", "H", "H", "H", "H", "H", "H", "H", "C", "C", "As", "C", "C", "C", "C", "C", "C", "C", "C", "C", "C", "C", "C", "P", "C", "C", "C", "C", "C", "C", "C", "C", "C", "C", "C", "C", "H", "H", "H", "H", "H", "H", "H", "H", "H", "H", "H", "H", "H", "H", "H", "H", "H", "H", "H", "H", "H", "H", "H", "H"], "coordinates": [[13.96, 12.20, 17.24], [13.52, 12.94, 14.83], [13.08, 14.20, 14.14], [11.74, 15.16, 14.90], [12.23, 15.80, 16.55], [13.15, 14.80, 17.21], [12.93, 17.40, 16.24], [14.24, 17.63, 16.59], [14.79, 18.91, 16.40], [14.01, 19.93, 15.90], [12.69, 19.70, 15.48], [12.16, 18.41, 15.64], [10.65, 16.14, 17.41], [10.75, 16.61, 18.73], [9.62, 16.95, 19.45], [8.38, 16.82, 18.83], [8.25, 16.37, 17.52], [9.41, 16.01, 16.78], [14.42, 15.38, 13.92], [15.66, 14.95, 14.40], [16.75, 15.81, 14.33], [16.59, 17.07, 13.74], [15.33, 17.47, 13.25], [14.23, 16.65, 13.38], [12.45, 13.70, 12.53], [13.38, 13.06, 11.72], [13.03, 12.76, 10.42], [11.75, 13.05, 9.96], [10.78, 13.59, 10.81], [11.15, 13.94, 12.10], [10.94, 14.43, 15.02], [11.46, 15.98, 14.22], [14.86, 16.85, 17.01], [15.82, 19.09, 16.67], [14.46, 20.92, 15.80], [12.08, 20.48, 15.04], [11.14, 18.19, 15.38], [11.74, 16.64, 19.21], [9.69, 17.28, 20.49], [7.45, 17.09, 19.36], [7.26, 16.33, 17.07], [9.34, 15.70, 15.73], [15.80, 13.98, 14.85], [17.71, 15.46, 14.67], [17.44, 17.71, 13.68], [15.26, 18.46, 12.82], [13.27, 16.96, 12.98], [14.40, 12.87, 12.04], [13.78, 12.31, 9.75], [11.47, 12.80, 8.94], [9.77, 13.72, 10.45], [10.42, 14.38, 12.77], [11.51, 12.23, 19.87], [11.10, 12.23, 18.98], [10.75, 12.36, 20.46], [14.60, 10.63, 13.77], [14.11, 10.08, 13.16], [14.06, 11.41, 13.93], [14.81, 9.17, 16.25], [15.71, 9.08, 16.61], [14.90, 9.54, 15.36], [15.55, 15.06, 18.34], [15.58, 15.73, 19.04], [14.61, 15.03, 18.05], [9.21, 10.68, 12.67], [8.83, 11.42, 13.97], [9.76, 11.16, 15.11], [10.17, 12.03, 15.99], [10.93, 11.48, 16.97], [11.13, 10.21, 16.84], [11.88, 9.41, 17.65], [10.31, 9.55, 15.46], [8.55, 10.99, 11.86], [9.12, 9.61, 12.83], [10.24, 10.88, 12.33], [7.83, 11.10, 14.26], [8.75, 12.51, 13.85], [12.16, 9.82, 18.53], [12.56, 8.79, 17.24], [17.21, 11.66, 21.22], [18.24, 12.76, 21.05], [19.80, 12.63, 22.30], [18.78, 12.41, 23.97], [17.62, 13.15, 24.09], [16.83, 13.02, 25.24], [17.21, 12.17, 26.26], [18.43, 11.49, 26.16], [19.19, 11.60, 25.02], [20.25, 10.78, 21.83], [21.20, 10.58, 20.80], [21.46, 9.30, 20.30], [20.76, 8.20, 20.82], [19.89, 8.40, 21.88], [19.60, 9.67, 22.37], [16.20, 11.37, 19.72], [15.25, 9.88, 20.22], [15.22, 8.69, 19.51], [14.32, 7.69, 19.80], [13.43, 7.83, 20.86], [13.47, 9.01, 21.60], [14.36, 10.02, 21.28], [17.46, 10.75, 18.53], [18.13, 9.53, 18.60], [19.06, 9.19, 17.61], [19.30, 10.03, 16.54], [18.63, 11.24, 16.46], [17.70, 11.56, 17.43], [16.49, 11.90, 22.01], [17.66, 10.71, 21.49], [17.83, 13.78, 21.17], [18.75, 12.68, 20.09], [17.21, 13.79, 23.33], [15.88, 13.57, 25.32], [16.54, 12.00, 27.10], [18.76, 10.85, 26.95], [20.12, 11.01, 24.96], [21.70, 11.43, 20.37], [22.16, 9.20, 19.47], [20.93, 7.18, 20.44], [19.38, 7.55, 22.33], [18.88, 9.77, 23.18], [15.89, 8.54, 18.67], [14.30, 6.77, 19.24], [12.69, 7.08, 21.11], [12.82, 9.14, 22.46], [14.31, 10.92, 21.84], [17.95, 8.85, 19.44], [19.58, 8.24, 17.72], [19.97, 9.74, 15.70], [18.74, 11.88, 15.61], [17.15, 12.49, 17.37]], "relative_energy_ev": 0.000, "total_charge": 1}

=====

2.
{"formula": "C51H81Cl2NO3PS", "method": "ωB97M-V/def2-TZVPD", "elements": ["C", "C", "O", "N", "C", "C", "C", "C", "C", "C", "O", "C", "C", "O", "C", "C", "C", "C", "C", "C", "C", "C", "C", "C", "C", "C", "C", "C", "C", "C", "S", "C", "C", "C", "Cl", "C", "C", "Cl", "C", "C", "C", "C", "H", "H", "H", "H", "H", "H", "H", "H", "H", "H", "H", "H", "H", "H", "H", "H", "H", "H", "H", "H", "H", "H", "H", "H", "H", "H", "H", "H", "H", "H", "H", "H", "H", "H", "H", "H", "H", "H", "H", "H", "H", "H", "H", "H", "H", "C", "C", "C", "C", "P", "C", "C", "C", "C", "C", "C", "C", "C", "C", "C", "C", "C", "H", "H", "H", "H", "H", "H", "H", "H", "H", "H", "H", "H", "H", "H", "H", "H", "H", "H", "H", "H", "H", "H", "H", "H", "H", "H", "H", "H", "H", "H", "H", "H", "H", "H", "H", "H"], "coordinates": [[3.19, 1.80, 1.85], [2.30, 1.04, 0.84], [2.05, 1.90, -0.26], [2.47, 1.27, -1.46], [1.51, 1.54, -2.49], [0.47, 0.63, -2.62], [-0.54, 0.80, -3.55], [-0.52, 1.90, -4.41], [-1.59, 2.18, -5.46], [-2.91, 2.59, -4.74], [-3.49, 3.76, -5.29], [-4.73, 3.97, -4.62], [-5.41, 5.24, -5.17], [-5.98, 6.07, -4.16], [-6.88, 5.41, -3.35], [-6.78, 5.62, -1.98], [-7.68, 5.01, -1.12], [-8.71, 4.18, -1.58], [-9.70, 3.58, -0.54], [-9.98, 4.76, 0.48], [-9.03, 2.46, 0.30], [-11.09, 3.23, -1.16], [-11.37, 1.74, -1.51], [-10.26, 1.04, -2.36], [-12.64, 1.76, -2.43], [-11.81, 0.88, -0.27], [-8.79, 3.96, -2.95], [-7.88, 4.56, -3.81], [0.52, 2.80, -4.29], [1.51, 2.64, -3.33], [2.81, 3.84, -3.15], [4.15, 2.83, -2.52], [5.47, 3.20, -2.78], [5.80, 4.48, -3.56], [7.51, 4.43, -4.18], [5.73, 5.78, -2.67], [5.96, 5.52, -1.18], [4.23, 6.73, -2.92], [6.48, 2.38, -2.28], [6.19, 1.24, -1.55], [4.85, 0.90, -1.31], [3.81, 1.68, -1.79], [3.77, 1.11, 2.48], [2.54, 2.43, 2.49], [3.84, 2.47, 1.27], [1.37, 0.68, 1.31], [2.85, 0.13, 0.55], [0.40, -0.24, -1.97], [-1.35, 0.07, -3.59], [-1.24, 3.02, -6.07], [-1.82, 1.30, -6.08], [-3.62, 1.75, -4.80], [-2.72, 2.78, -3.66], [-4.52, 4.10, -3.54], [-5.40, 3.10, -4.75], [-4.61, 5.83, -5.63], [-6.11, 5.01, -5.99], [-6.02, 6.28, -1.56], [-7.54, 5.24, -0.06], [-9.14, 4.82, 1.19], [-10.85, 4.45, 1.08], [-10.15, 5.71, -0.04], [-8.53, 1.68, -0.29], [-9.74, 2.02, 1.02], [-8.24, 2.94, 0.90], [-11.20, 3.80, -2.09], [-11.90, 3.58, -0.50], [-10.58, 0.91, -3.40], [-10.17, 0.01, -1.97], [-9.26, 1.48, -2.26], [-13.03, 0.75, -2.61], [-12.43, 2.27, -3.39], [-13.42, 2.30, -1.88], [-12.76, 0.37, -0.46], [-11.03, 0.17, 0.04], [-12.01, 1.56, 0.57], [-9.56, 3.32, -3.38], [-7.92, 4.39, -4.89], [0.57, 3.67, -4.95], [5.14, 4.60, -4.42], [6.55, 6.42, -3.01], [6.93, 5.05, -0.97], [5.16, 4.94, -0.70], [5.96, 6.50, -0.68], [7.53, 2.63, -2.44], [7.02, 0.65, -1.18], [4.66, 0.01, -0.71], [5.76, -5.97, -0.56], [6.38, -6.43, 0.75], [5.37, -7.06, 1.71], [4.43, -6.08, 2.41], [5.04, -5.22, 3.86], [5.76, -6.46, 4.97], [4.99, -7.75, 5.29], [3.83, -7.67, 6.28], [4.17, -6.95, 7.59], [3.68, -4.50, 4.78], [2.72, -3.50, 4.11], [3.15, -2.04, 4.07], [3.79, -1.52, 5.36], [6.43, -4.11, 3.59], [6.33, -2.75, 2.89], [5.71, -2.73, 1.49], [6.75, -2.67, 0.37], [4.97, -5.24, -0.41], [6.52, -5.51, -1.20], [5.35, -6.81, -1.11], [6.90, -5.60, 1.23], [7.15, -7.18, 0.52], [5.92, -7.65, 2.45], [4.76, -7.78, 1.15], [3.57, -6.66, 2.78], [4.00, -5.37, 1.70], [6.06, -5.95, 5.89], [6.70, -6.76, 4.49], [5.72, -8.46, 5.69], [4.62, -8.20, 4.36], [3.53, -8.69, 6.52], [2.96, -7.21, 5.82], [5.02, -7.42, 8.09], [3.32, -6.99, 8.27], [4.40, -5.89, 7.43], [4.04, -4.12, 5.74], [3.05, -5.35, 5.03], [1.78, -3.55, 4.66], [2.49, -3.84, 3.09], [2.26, -1.43, 3.86], [3.81, -1.86, 3.23], [3.10, -1.61, 6.20], [4.05, -0.47, 5.24], [4.71, -2.05, 5.60], [7.23, -4.69, 3.11], [6.82, -3.91, 4.60], [7.33, -2.31, 2.85], [5.77, -2.07, 3.54], [5.08, -1.83, 1.39], [5.04, -3.58, 1.33], [7.30, -1.72, 0.42], [6.28, -2.73, -0.61], [7.46, -3.49, 0.47]], "total_charge": 1}

=====

3.
{"formula": "C34H90BCl6F4NO22", "method": "ωB97M-V/def2-TZVPD", "elements": ["C", "C", "C", "C", "N", "C", "C", "C", "C", "C", "H", "H", "H", "H", "H", "H", "H", "H", "H", "H", "H", "H", "H", "H", "H", "H", "H", "H", "H", "H", "B", "F", "F", "F", "F", "C", "Cl", "Cl", "Cl", "Cl", "C", "C", "O", "O", "H", "H", "H", "H", "H", "H", "C", "C", "O", "O", "H", "H", "H", "H", "H", "H", "C", "C", "O", "O", "H", "H", "H", "H", "H", "H", "C", "C", "O", "O", "H", "H", "H", "H", "H", "H", "C", "C", "O", "O", "H", "H", "H", "H", "H", "H", "C", "C", "O", "O", "H", "H", "H", "H", "H", "H", "C", "C", "O", "O", "H", "H", "H", "H", "H", "H", "C", "C", "O", "O", "H", "H", "H", "H", "H", "H", "C", "C", "O", "O", "H", "H", "H", "H", "H", "H", "C", "C", "O", "O", "H", "H", "H", "H", "H", "H", "C", "C", "O", "O", "H", "H", "H", "H", "H", "H", "Cl", "C", "C", "Cl", "H", "H", "H", "H"], "coordinates": [[-2.12, 1.32, -2.86], [-1.94, 0.90, -1.41], [-0.53, 1.18, -0.94], [-0.39, 0.85, 0.52], [1.00, 0.50, 0.92], [1.40, -0.85, 0.41], [2.43, -1.43, 1.34], [2.23, -0.68, 2.67], [1.12, 0.31, 2.40], [1.96, 1.53, 0.44], [-3.14, 1.08, -3.18], [-1.43, 0.76, -3.49], [-1.97, 2.38, -3.06], [-1.99, -0.20, -1.38], [-2.64, 1.41, -0.74], [-0.34, 2.25, -1.09], [0.25, 0.67, -1.51], [-0.87, -0.13, 0.62], [-0.83, 1.48, 1.29], [1.80, -0.75, -0.60], [0.55, -1.52, 0.30], [3.43, -1.18, 0.99], [2.46, -2.50, 1.50], [3.16, -0.20, 2.98], [2.02, -1.37, 3.48], [1.31, 1.27, 2.88], [0.19, 0.05, 2.91], [2.15, 1.37, -0.61], [2.91, 1.33, 0.96], [1.69, 2.51, 0.82], [5.67, 1.22, -0.30], [7.03, 1.20, -0.56], [5.31, 0.11, 0.53], [5.33, 2.33, 0.51], [4.92, 1.20, -1.53], [5.02, -3.43, -1.09], [5.30, -3.28, 0.67], [6.58, -3.75, -1.84], [3.84, -4.66, -1.48], [4.43, -1.85, -1.62], [-1.81, 5.10, 3.38], [-0.44, 4.69, 2.86], [-0.01, 3.53, 3.58], [-2.29, 6.27, 2.74], [-1.84, 5.26, 4.46], [-2.49, 4.24, 3.25], [0.26, 5.49, 3.09], [-0.51, 4.60, 1.78], [0.29, 3.76, 4.46], [-2.58, 5.96, 1.88], [-0.75, -4.09, -2.72], [0.44, -3.14, -2.74], [0.00, -1.77, -2.58], [-1.34, -4.33, -3.99], [-1.51, -3.66, -2.06], [-0.45, -5.03, -2.24], [1.00, -3.28, -3.67], [1.06, -3.31, -1.86], [-0.48, -1.54, -3.38], [-1.39, -3.48, -4.45], [4.95, 2.30, 3.43], [5.91, 1.16, 3.45], [6.87, 1.37, 4.52], [4.20, 2.40, 4.69], [4.21, 2.24, 2.64], [5.46, 3.27, 3.44], [6.47, 1.21, 2.52], [5.45, 0.17, 3.55], [7.70, 0.98, 4.23], [4.84, 2.35, 5.41], [-1.61, 1.04, 6.00], [-0.23, 0.81, 6.64], [0.01, -0.60, 6.86], [-1.54, 1.23, 4.60], [-2.03, 1.94, 6.49], [-2.29, 0.23, 6.23], [-0.26, 1.29, 7.62], [0.59, 1.19, 6.04], [-0.31, -0.80, 7.74], [-0.85, 1.86, 4.37], [4.71, 4.29, -3.11], [6.16, 3.88, -3.30], [6.32, 2.48, -3.57], [4.07, 3.68, -2.01], [4.22, 4.03, -4.05], [4.64, 5.37, -2.94], [6.81, 4.14, -2.45], [6.52, 4.41, -4.19], [6.21, 2.01, -2.72], [4.41, 2.77, -1.88], [0.30, -5.43, 0.71], [0.16, -5.93, 2.12], [1.11, -5.26, 2.99], [-0.33, -4.16, 0.45], [-0.24, -6.17, 0.08], [1.30, -5.49, 0.29], [0.45, -7.00, 2.16], [-0.85, -5.94, 2.52], [0.58, -4.94, 3.73], [-1.26, -4.31, 0.22], [4.21, 6.61, 0.05], [2.93, 6.83, -0.74], [2.28, 5.61, -1.02], [3.88, 6.19, 1.36], [4.76, 7.55, 0.12], [4.82, 5.86, -0.47], [3.14, 7.40, -1.66], [2.23, 7.48, -0.20], [2.89, 5.07, -1.55], [3.28, 5.45, 1.25], [-4.24, -3.59, -0.95], [-4.17, -4.29, 0.37], [-3.10, -5.22, 0.49], [-3.41, -2.41, -0.92], [-5.27, -3.23, -1.06], [-3.95, -4.17, -1.83], [-5.12, -4.77, 0.62], [-4.09, -3.53, 1.15], [-3.36, -6.03, 0.04], [-3.33, -2.09, -1.83], [-4.40, 0.96, -6.59], [-3.98, 0.56, -7.98], [-5.07, -0.11, -8.64], [-4.94, 2.30, -6.60], [-3.59, 0.91, -5.86], [-5.23, 0.36, -6.22], [-3.10, -0.09, -7.98], [-3.74, 1.45, -8.57], [-5.71, 0.59, -8.81], [-5.84, 2.31, -6.28], [-1.42, -3.16, 4.63], [-1.64, -2.86, 3.19], [-0.45, -2.45, 2.55], [-0.88, -4.47, 4.85], [-2.35, -2.97, 5.20], [-0.79, -2.36, 5.06], [-2.48, -2.21, 2.95], [-1.93, -3.83, 2.73], [-0.31, -2.98, 1.74], [-0.83, -4.59, 5.80], [-4.65, -2.68, -4.41], [-4.60, -3.10, -5.85], [-3.28, -3.39, -6.22], [-4.05, -1.43, -4.08], [-4.07, -3.47, -3.90], [-5.64, -2.80, -3.95], [-4.98, -2.29, -6.49], [-5.28, -3.94, -6.00], [-3.29, -4.18, -6.76], [-4.79, -0.81, -4.19], [-7.42, 0.70, 1.94], [-6.37, 0.52, 0.51], [-5.14, -0.30, 0.80], [-4.21, 0.36, 2.16], [-6.20, 1.53, 0.12], [-7.02, 0.08, -0.25], [-4.50, -0.32, -0.07], [-5.49, -1.29, 1.05]]}

=====

| no. | lowest unoccupied orbital energy (eV) | gap between HOMO and LUMO (eV) |
| --- | --- | --- |
| 1 | -1.6 | 8.10 |
| 2 | -2.1 | 7.28 |
| 3 | -0.4 | 8.79 |